C22H25N7OPdS2 | wB97M-V/def2-TZVPD

Each line ends with the Löwdin charge.
Geometry (Å):
Pd1 -1.0883 0.1087 -1.1710  1.105
N1 -1.5855 3.5919 1.0989  0.204
C1 -0.2024 3.7322 1.1545  -0.162
C2 0.6193 4.6870 1.7458  0.008
C3 1.9759 4.4964 1.6049  -0.052
C4 2.5034 3.3954 0.9022  -0.056
C5 1.6855 2.4558 0.3153  -0.012
C6 0.3114 2.6433 0.4501  -0.206
N2 -0.7563 1.8859 -0.0164  0.051
C7 -1.8564 2.4764 0.3972  -0.256
C8 -3.1596 1.9001 0.0907  -0.294
C9 -4.4170 2.3306 0.3525  -0.297
S1 -5.5561 1.2188 -0.2548  1.142
C10 -4.3027 0.2365 -0.8466  -0.401
N3 -3.1115 0.7018 -0.5935  -0.073
H1 -2.2595 4.2091 1.5212  0.180
H2 0.2186 5.5321 2.2892  0.124
H3 2.6566 5.2098 2.0482  0.118
H4 3.5774 3.2904 0.8279  0.114
H5 2.0832 1.6059 -0.2242  0.101
H6 -4.7360 3.2272 0.8603  0.096
H7 -4.4753 -0.6801 -1.3909  0.101
C11 1.3748 -4.1723 3.4258  -0.068
C12 0.3992 -3.1644 4.0252  -0.407
C13 1.0457 -1.7936 4.2071  -0.069
C14 -0.9035 -3.0772 3.2272  -0.085
N4 -0.6977 -2.5924 1.8505  -0.072
C15 -0.3488 -3.2746 0.7409  -0.093
N5 -0.1888 -2.4291 -0.2457  0.071
N6 -0.4621 -1.2317 0.3071  -0.179
N7 -0.7852 -1.3064 1.5458  0.117
H8 2.2278 -4.3095 4.0890  0.091
H9 1.7747 -3.8238 2.4688  0.075
H10 0.9117 -5.1508 3.2791  0.086
H11 0.0842 -3.5318 5.0056  0.146
H12 1.3855 -1.3809 3.2535  0.071
H13 1.9193 -1.8772 4.8528  0.090
H14 0.3577 -1.0797 4.6626  0.084
H15 -1.6009 -2.3843 3.6922  0.133
H16 -1.3768 -4.0550 3.1480  0.137
H17 -0.2318 -4.3445 0.6954  0.149
C16 -1.0676 -0.8094 -5.5647  -0.209
S2 -0.7257 -1.4049 -3.9230  1.004
O1 -1.7509 -0.6651 -3.0303  -0.647
C17 0.8075 -0.5746 -3.5751  -0.441
C18 1.9058 -1.3427 -3.2124  -0.076
C19 3.0989 -0.7030 -2.9049  -0.043
C20 3.1724 0.6826 -2.9409  -0.050
C21 2.0577 1.4447 -3.2796  -0.061
C22 0.8652 0.8199 -3.6041  -0.104
H18 -1.1249 0.2772 -5.5531  0.066
H19 -2.0147 -1.2449 -5.8786  0.071
H20 -0.2621 -1.1556 -6.2122  0.082
H21 1.8299 -2.4222 -3.1754  0.118
H22 3.9684 -1.2881 -2.6375  0.121
H23 4.1059 1.1788 -2.7087  0.122
H24 2.1248 2.5244 -3.3062  0.122
H25 -0.0006 1.4068 -3.8858  0.112

Atoms 1-3, force components in eV/Å:
Pd -0.010 0.826 -0.423
N 0.016 0.075 0.059
C -0.042 -0.023 -0.019

The net charge is +2. The value obtained for the LUMO energy (spin up / spin down) is -5.3 / -7.5 eV. Its spin multiplicity is 3. For the HOMO energy (spin up / spin down), the calculation gives -13.96 / -13.95 eV. The value obtained for the largest force on an atom is 0.93 eV/Å.


C4H7N3 | wB97M-V/def2-TZVPD

Each line ends with the Löwdin charge.
Geometry (Å):
N1 0.8422 1.3525 1.7735  0.125
C1 0.1654 1.2249 0.6983  -0.471
C2 -1.0340 0.4089 0.4201  -0.001
C3 -0.5681 -0.5208 -0.4372  -0.334
N2 -1.1184 -1.7170 -0.8285  0.112
C4 0.8949 -0.1926 -0.6774  -0.147
N3 0.8828 1.2779 -0.5341  0.009
H1 0.3341 0.9520 2.5573  0.045
H2 1.3989 -0.5126 0.2848  0.137
H3 -1.9553 0.4037 0.9880  0.103
H4 -0.8818 -2.0450 -1.7541  0.095
H5 -2.0978 -1.8293 -0.6081  0.097
H6 1.3918 -0.6026 -1.5639  0.119
H7 1.8242 1.6089 -0.3321  0.111

Atoms 1-3, force components in eV/Å:
N -0.522 0.444 0.031
C 0.609 -0.265 0.515
C -0.005 -0.273 -0.038

The value obtained for the LUMO energy is 0.9 eV. For the HOMO energy, the calculation gives -8.51 eV. The value obtained for the largest force on an atom is 1.30 eV/Å.


C10H9ClINOZn | wB97M-V/def2-TZVPD

Each line ends with the Löwdin charge.
Geometry (Å):
Zn1 -0.9100 -0.3939 -1.5239  0.758
C1 -3.4678 1.1657 -3.8188  -0.074
H1 -3.8977 1.8484 -3.0813  0.016
H2 -2.8674 1.7459 -4.5273  0.017
H3 -4.2687 0.6448 -4.3576  0.019
H4 -2.8191 0.4180 -3.3162  -0.104
H5 -1.4257 -0.7458 -2.9398  -0.085
Cl1 2.6809 -0.6005 4.2074  0.710
C2 1.4230 -0.3822 3.0766  -0.641
C3 0.0984 -0.4480 3.5099  -0.165
C4 -0.9756 -0.3406 2.6185  -0.663
I1 -2.9372 -0.4478 3.2640  0.928
C5 -0.7130 -0.2752 1.2107  -0.439
O1 -1.6428 -0.3648 0.3257  -0.228
C6 0.6595 -0.1769 0.7833  -0.150
N1 0.8262 -0.1554 -0.5658  -0.013
C7 2.0789 -0.0622 -1.0530  -0.093
C8 3.1997 -0.0963 -0.2129  -0.043
C9 3.0525 -0.2118 1.1553  -0.002
C10 1.7531 -0.2281 1.6976  -0.169
H6 -0.1132 -0.6172 4.5542  0.091
H7 2.1704 0.0438 -2.1379  0.118
H8 4.1817 -0.0306 -0.6805  0.112
H9 3.9138 -0.2892 1.8119  0.100

Atoms 1-3, force components in eV/Å:
Zn -0.642 -0.330 0.114
C 0.226 -0.318 0.124
H 0.007 -0.134 -0.080

The value obtained for the LUMO energy is -0.9 eV. For the HOMO energy, the calculation gives -7.75 eV. The value obtained for the largest force on an atom is 2.07 eV/Å.